No. 1
This record from OMol25 describes a 3-piece molecular cluster, CH6O4 overall in a non-equilibrium geometry. The level of theory is ωB97M-V with the def2-TZVPD basis set.

The geometry in XYZ format:
```
11
Properties=species:S:1:pos:R:3:lowdin_charge:R:1
O -0.2011 -0.0241 2.6357 0.097
O -1.0415 1.8672 -0.9525 -0.068
O -0.3697 -1.0642 0.6251 0.026
O 1.4323 -0.3304 -3.0537 -0.070
C 0.1312 -0.8999 1.9100 -0.352
H 0.9049 -1.1474 -3.0848 0.042
H 0.8472 -1.7014 2.0712 0.132
H 1.1646 -0.0254 -2.1704 0.019
H -1.5145 2.1273 -1.7878 0.071
H -0.4440 -0.2381 0.1404 0.061
H -0.5297 2.6844 -0.8879 0.042
```

Values from the calculation:
Structure (SMILES): O=CO.O.O
HOMO-LUMO gap (eV): 11.34
HOMO (eV): -11.0
Relative energy (zero: lowest compared OMol25 entry of this formula, charge and spin) (kcal per mole): 21.2

---

No. 2
This record from OMol25 describes a 2-piece molecular cluster, C9H14O overall in a non-equilibrium geometry. The level of theory is ωB97M-V with the def2-TZVPD basis set.

The geometry in XYZ format:
```
24
Properties=species:S:1:pos:R:3:lowdin_charge:R:1
O 0.5808 0.8953 3.5748 0.040
C -1.0725 1.6237 -0.1683 -0.287
C 0.0776 1.0512 2.3105 -0.340
C 1.3554 -3.4011 -0.6926 -0.157
C 0.7439 1.8007 1.3673 -0.040
C -1.7937 0.9734 0.8624 -0.036
C -1.1852 0.5387 2.0282 -0.010
C -1.7437 2.0779 -1.4255 -0.074
C 0.2387 1.9848 0.0807 -0.048
C 1.2731 -2.5947 -2.0496 -0.160
H 1.5982 -3.2401 -2.8751 0.058
H -1.7738 3.1285 -1.7508 0.079
H -2.7120 0.5686 0.4545 0.106
H 1.6927 2.2576 1.6918 0.119
H 2.3597 -3.2820 -0.2762 0.058
H -2.8266 1.8450 -1.3783 0.078
H 0.2321 -2.3594 -2.2738 0.053
H 1.8792 -1.7107 -1.9215 0.046
H 1.0806 -4.3909 -1.0276 0.047
H -1.6609 -0.1043 2.7595 0.118
H -1.3641 1.6621 -2.3519 0.070
H 0.6282 -3.1046 0.0696 0.054
H 0.9198 2.5033 -0.6093 0.121
H 1.4726 1.2771 3.6014 0.104
```

Values from the calculation:
Structure (SMILES): Cc1ccc(O)cc1.CC
HOMO-LUMO gap (eV): 9.20
HOMO (eV): -8.4
Relative energy (zero: lowest compared OMol25 entry of this formula, charge and spin) (kcal per mole): 20.6

---

No. 3
This record from OMol25 describes an isolated ion of composition C26H33N2O2 and charge +1. The level of theory is ωB97M-V with the def2-TZVPD basis set.

The geometry in XYZ format:
```
63
Properties=species:S:1:pos:R:3:lowdin_charge:R:1
O -2.8866 -0.0628 -1.7437 -0.049
O -1.3102 -2.0792 -1.7175 -0.013
N 1.3121 3.0021 0.8223 -0.112
N 3.5516 2.0349 1.6598 -0.311
C -3.8164 0.9929 -1.8120 -0.060
C -1.0861 1.4799 -1.2250 0.028
C -1.4214 -4.4489 -1.9766 -0.196
C 0.2707 1.6605 -0.9624 -0.232
C 3.8563 1.1453 2.7718 -0.075
C -0.5797 1.7038 1.8310 -0.221
C 3.3481 3.4200 2.0768 -0.155
C 4.5618 1.9192 0.6156 -0.070
C -2.7099 0.5868 1.7738 -0.067
C -3.4540 -5.4137 -2.8155 -0.072
C 2.3144 4.0485 1.1224 -0.093
C -0.5264 -3.2562 -1.7471 -0.134
C -0.9927 -5.7122 -1.5900 -0.047
C 0.0491 0.4704 1.9520 -0.037
C 0.6381 -0.6929 -1.2868 0.005
C -2.6561 -4.3049 -2.5923 -0.027
C 1.1277 0.5773 -1.0212 -0.050
C -1.5913 0.2224 -1.4937 -0.190
C -3.0221 -6.6719 -2.4334 -0.085
C -1.9649 1.7534 1.7548 -0.046
C -1.7890 -6.8194 -1.8206 -0.080
C -0.7159 -0.8959 -1.4995 -0.192
C 0.2234 2.9803 1.8315 -0.056
C -0.6958 -0.6945 1.9514 -0.054
C 0.8048 3.0119 -0.5779 -0.052
C -2.0762 -0.6402 1.8568 -0.056
H -2.9889 -3.3216 -2.8852 0.114
H 4.2714 4.0100 2.0653 0.137
H -0.1971 -1.6475 2.0359 0.114
H 2.9645 3.4261 3.0987 0.122
H 0.2132 -3.1934 -2.5610 0.147
H 1.8450 4.9283 1.5622 0.141
H -4.7715 0.5262 -2.0444 0.103
H 1.3261 -1.5211 -1.3232 0.113
H -3.8945 1.5212 -0.8568 0.085
H -4.4149 -5.2941 -3.2930 0.105
H 0.0356 3.7809 -0.6696 0.144
H 2.1882 0.7070 -0.8621 0.108
H -3.5595 1.7025 -2.6046 0.103
H -3.7865 0.6357 1.7218 0.114
H -2.4651 2.7089 1.6867 0.119
H 4.8112 1.3864 3.2505 0.099
H 3.9075 0.1234 2.3999 0.094
H 1.1240 0.4112 2.0449 0.104
H -2.6551 -1.5498 1.8536 0.117
H 2.8010 4.3500 0.1943 0.126
H -0.0313 -5.8295 -1.1099 0.112
H 5.5593 2.1950 0.9748 0.100
H 1.9084 2.1297 0.9619 0.130
H -1.7422 2.3350 -1.2090 0.119
H 4.3072 2.5615 -0.2253 0.087
H -3.6439 -7.5361 -2.6112 0.104
H 0.6850 3.1079 2.8144 0.142
H -1.4473 -7.7980 -1.5190 0.105
H 1.6403 3.2748 -1.2313 0.138
H 4.5968 0.8887 0.2672 0.092
H -0.4324 3.8351 1.6472 0.142
H 0.0155 -3.3755 -0.7979 0.133
H 3.0661 1.2045 3.5190 0.088
```

Values from the calculation:
Structure (SMILES): COc1cc(C[N@@H+](CCN(C)C)Cc2ccccc2)ccc1OCc1ccccc1
HOMO-LUMO gap (eV): 8.52
HOMO (eV): -10.7
Charge: +1
Relative energy (zero: lowest compared OMol25 entry of this formula, charge and spin) (kcal per mole): 66.2

---

No. 4
This record from OMol25 describes a 2-piece molecular cluster, C5H7OP overall in a non-equilibrium geometry. The level of theory is ωB97M-V with the def2-TZVPD basis set.

The geometry in XYZ format:
```
14
Properties=species:S:1:pos:R:3:lowdin_charge:R:1
P -3.1905 0.5335 -0.1253 0.730
O 0.1543 1.7658 -0.1116 -0.002
C 1.4917 1.5584 -0.1540 -0.116
C 1.7049 0.2413 -0.1519 -0.061
C -0.3832 0.5891 -0.0857 -0.159
C 0.2521 -1.8433 -0.0285 -0.069
C 0.4860 -0.4113 -0.1268 -0.365
H 0.2323 -2.3241 1.0211 0.110
H 0.9530 -2.3458 -0.7606 0.099
H -2.8857 0.1854 1.2001 -0.219
H -2.8730 1.8645 -0.2525 -0.241
H -0.7355 -2.0063 -0.4552 0.058
H 2.1818 2.4108 0.0296 0.138
H 2.6120 -0.2179 0.0014 0.096
```

Values from the calculation:
HOMO-LUMO gap (alpha / beta) (eV): 7.37 / 7.36
HOMO (alpha / beta) (eV): -8.6 / -8.5
Relative energy (zero: lowest compared OMol25 entry of this formula, charge and spin) (kcal per mole): 97.7

---

No. 5
This record from OMol25 describes a 2-piece molecular cluster, C6H9N overall in a non-equilibrium geometry. The level of theory is ωB97M-V with the def2-TZVPD basis set.

The geometry in XYZ format:
```
16
Properties=species:S:1:pos:R:3:lowdin_charge:R:1
N 1.3036 1.0160 1.2320 0.128
C -1.1121 0.6660 0.5247 -0.168
C -2.0000 0.6600 -0.4779 0.013
C 0.1582 -2.0075 0.7534 -0.048
C 1.0171 0.7767 -1.1731 -0.053
C 0.5625 0.7641 0.2495 -0.432
C 0.9090 -2.9300 0.5333 -0.025
H 1.6033 -3.6948 0.2714 0.004
H -1.3646 1.2586 1.4022 0.090
H 1.1572 1.8199 -1.4722 0.091
H 1.9794 0.2658 -1.2480 0.084
H -0.6124 -0.9931 0.8340 0.067
H 0.3246 0.2877 -1.8537 0.062
H -1.7884 0.1599 -1.4174 0.063
H -3.0309 0.9615 -0.3197 0.064
H 0.8936 0.9891 2.1616 0.058
```

Values from the calculation:
Structure (SMILES): [H]/N=C(/C)C=C.C#C
HOMO-LUMO gap (eV): 10.06
HOMO (eV): -9.7
Relative energy (zero: lowest compared OMol25 entry of this formula, charge and spin) (kcal per mole): 119.0

---

No. 6
This record from OMol25 describes a 2-piece molecular cluster, C3H5FO2P overall in a non-equilibrium geometry. The level of theory is ωB97M-V with the def2-TZVPD basis set.

The geometry in XYZ format:
```
12
Properties=species:S:1:pos:R:3:lowdin_charge:R:1
P 0.5015 -0.9733 1.3917 0.372
F -1.7742 0.5996 1.1869 -0.213
O 1.3735 -0.3515 2.4094 -0.389
O 0.8591 -2.3235 0.8652 -0.418
C -1.2325 -0.7158 1.2334 -0.335
C -0.1251 0.9859 -1.6701 -0.097
C 0.8248 0.7136 -0.7693 -0.139
H -0.3025 0.3751 -2.5871 0.049
H -0.8444 1.7270 -1.7213 0.009
H -1.6355 -1.3275 0.3460 0.042
H 0.9724 1.5571 -0.0679 0.066
H 1.3830 -0.2667 -0.6171 0.052
```

Values from the calculation:
HOMO-LUMO gap (alpha / beta) (eV): 7.37 / 7.37
HOMO (alpha / beta) (eV): -3.3 / -3.3
Charge: -1
Relative energy (zero: lowest compared OMol25 entry of this formula, charge and spin) (kcal per mole): 85.5

---

No. 7
This record from OMol25 describes a 2-piece molecular cluster, C2H2F2N2O3 overall in a non-equilibrium geometry. The level of theory is ωB97M-V with the def2-TZVPD basis set.

The geometry in XYZ format:
```
11
Properties=species:S:1:pos:R:3:lowdin_charge:R:1
F -1.3231 -1.3833 1.3289 0.189
F -0.1944 0.3451 2.0741 0.176
O -0.7158 1.5996 -0.2398 -0.014
O 0.9207 -1.1998 -1.2579 0.153
O -1.6750 -0.2942 -1.0508 0.075
N 1.8824 0.3010 0.2804 0.211
N -1.0953 0.4291 -0.0307 -0.271
C -0.7254 -0.2593 1.0319 -0.378
C 1.5556 -0.4280 -0.6493 -0.365
H -1.3489 0.1075 -1.9014 0.153
H 2.7192 0.7824 0.4145 0.070
```

Values from the calculation:
Structure (SMILES): [O-][N+](O)=C(F)F.N=C=O
HOMO-LUMO gap (eV): 9.30
HOMO (eV): -9.0
Relative energy (zero: lowest compared OMol25 entry of this formula, charge and spin) (kcal per mole): 34.7

---

No. 8
This record from OMol25 describes a 2-piece molecular cluster, C23H25O7S2 overall in a non-equilibrium geometry. The level of theory is ωB97M-V with the def2-TZVPD basis set.

The geometry in XYZ format:
```
57
Properties=species:S:1:pos:R:3:lowdin_charge:R:1
S 0.9641 -0.3914 -0.6545 0.721
S -1.0214 -1.5095 -2.7548 0.709
O 0.6115 -0.3104 3.5312 -0.051
O -2.5642 2.1268 2.5919 -0.031
O 0.9630 -0.5609 0.7799 -0.256
O -0.9762 -2.9178 -2.4351 -0.302
O 0.1584 1.6930 2.5972 0.029
O 1.8483 -1.2035 -1.4575 -0.313
O -2.1908 -0.9072 -3.3546 -0.319
C -3.1308 -2.0005 2.9467 -0.200
C -2.6701 0.9321 2.8477 -0.446
C -4.0551 0.3323 3.1957 -0.136
C 1.3682 0.1658 -5.6101 -0.084
C 1.7674 3.9849 -1.7046 -0.085
C 2.5205 -1.7838 -4.7592 -0.069
C -1.6902 -1.4613 2.8989 -0.202
C 1.4427 -2.0505 -3.9161 -0.083
C -0.7201 -0.6128 -1.2038 -0.357
C 2.0129 0.0454 3.4680 -0.246
C 0.2966 -0.0891 -4.7513 -0.057
C 2.4518 2.9705 -2.3816 -0.087
C 0.6758 2.3336 -0.3242 -0.035
C -4.0226 -1.0740 3.7752 -0.224
C 1.3333 1.3236 -1.0241 -0.249
C 2.4780 -0.6821 -5.6180 -0.085
C -1.7272 -0.0944 -0.4833 0.104
C 2.2526 1.6365 -2.0295 -0.064
C 0.3525 -1.1851 -3.8921 -0.278
C -0.2136 0.5797 2.9331 -0.506
C -1.5639 0.0002 2.7889 -0.163
C 2.7727 -1.2244 3.7093 -0.081
C 0.8912 3.6692 -0.6620 -0.051
H 2.7982 0.8355 -2.5267 0.108
H 2.4368 -1.7148 4.6255 0.074
H -3.6397 -1.0347 4.8033 0.112
H 1.9130 5.0268 -1.9901 0.099
H 0.0291 2.0871 0.5142 0.096
H -4.6377 0.3362 2.2611 0.108
H -2.7455 -0.1531 -0.8577 0.097
H 3.1493 3.2085 -3.1859 0.100
H -5.0478 -1.4561 3.8140 0.094
H -0.5808 0.5536 -4.7374 0.116
H -1.1407 -1.9096 2.0511 0.105
H 1.3220 1.0274 -6.2749 0.102
H 0.3732 4.4435 -0.0952 0.115
H -4.5648 1.0174 3.8864 0.106
H 2.2380 0.4531 2.4792 0.102
H 2.6135 -1.8989 2.8639 0.075
H 1.4543 -2.9310 -3.2787 0.115
H -1.1654 -1.7895 3.8129 0.108
H 3.8383 -1.0141 3.7893 0.067
H -3.1134 -2.9975 3.4027 0.097
H 2.2023 0.8083 4.2295 0.120
H -1.5237 0.4108 0.4565 0.066
H -3.5211 -2.1111 1.9245 0.104
H 3.3140 -0.4835 -6.2880 0.100
H 3.3833 -2.4491 -4.7267 0.107
```

Values from the calculation:
HOMO-LUMO gap (eV): 5.39
HOMO (eV): -3.2
Charge: -1

---

Number 1: DFT total energy -342.6505 Eh. Number 2: DFT total energy -426.5399 Eh. Number 3: DFT total energy -1270.2862 Eh. Number 4: DFT total energy -611.1307 Eh. Number 5: DFT total energy -288.5923 Eh. Number 6: DFT total energy -709.0048 Eh. Number 7: DFT total energy -612.2170 Eh. Number 8: DFT total energy -2214.4769 Eh.